Run a
# H14O7

A 7-piece molecular cluster, H14O7 overall (ωB97M-V/def2-TZVPD, the OMol25 dataset).

The geometry in ORCA input format:
```
! RIJCOSX wB97M-V def2-TZVPD def2/J DEFGRID3
* xyz -1 2
O -8.7012 -8.2394 -32.4413
H -8.3402 -8.4298 -31.5755
H -9.5279 -7.7908 -32.2633
O -4.1763 -4.6174 -33.5460
H -4.6261 -4.8567 -32.7356
H -4.8579 -4.6492 -34.2172
O -5.2477 -7.4387 -36.3210
H -4.4577 -6.9097 -36.4317
H -5.5198 -7.2775 -35.4175
O -5.4289 -5.8280 -31.2111
H -6.1025 -5.6368 -30.5584
H -4.6029 -5.6386 -30.7660
O -8.0443 -8.4887 -36.1409
H -8.0204 -9.0191 -35.3445
H -8.8308 -7.9511 -36.0478
O -8.1239 -10.2159 -34.2578
H -7.3262 -10.7231 -34.1072
H -8.4129 -9.9577 -33.3825
O -6.4246 -6.7165 -33.6082
H -6.2315 -6.3803 -32.7330
H -7.1834 -7.2866 -33.4842
*
```

Gap between HOMO and LUMO (alpha / beta)   3.11 / 10.70 eV

---

Run b
# H14O7

A 7-piece molecular cluster, H14O7 overall (ωB97M-V/def2-TZVPD, the OMol25 dataset).

The geometry in ORCA input format:
```
! RIJCOSX wB97M-V def2-TZVPD def2/J DEFGRID3
* xyz -1 2
O 8.4231 26.4354 5.4476
H 8.3753 25.5319 5.1351
H 8.8496 26.3716 6.3021
O 11.5591 27.0517 11.0420
H 11.8135 26.9433 10.1256
H 10.6080 27.1568 11.0162
O 6.7358 27.5514 11.7996
H 7.3822 28.2570 11.8243
H 5.8907 28.0005 11.7837
O 9.0989 27.1405 9.7711
H 8.2510 26.9800 10.1854
H 9.2743 26.3454 9.2677
O 8.4974 29.6531 8.0536
H 8.8528 29.7395 7.1690
H 8.7704 28.7808 8.3377
O 8.6501 26.0446 13.5253
H 8.1980 25.8190 14.3383
H 7.9800 26.4657 12.9869
O 10.0393 25.4088 7.4258
H 10.8215 25.8768 7.7179
H 10.2807 24.4838 7.4749
*
```

Gap between HOMO and LUMO (alpha / beta)   2.40 / 9.89 eV

---

We find run a to be the most stable, with the next structure 13.8 kJ/mol higher.

---

Run a
# C5H11N3

One molecule with the formula C5H11N3 (ωB97M-V/def2-TZVPD, the OMol25 dataset).

The geometry in ORCA input format:
```
! RIJCOSX wB97M-V def2-TZVPD def2/J DEFGRID3
* xyz 0 1
H -2.1728 1.6764 -0.6348
N -1.3175 1.1430 -0.7719
C -1.3253 -0.0144 -0.2424
C -2.5779 -0.6488 0.2268
N -0.3691 -0.9687 -0.0144
C 1.0551 -0.8550 -0.2347
C 1.5527 0.5281 -0.5982
C 1.5305 1.4186 0.6387
N 1.8128 -1.9144 -0.1933
H 2.7448 -1.6658 -0.4818
H -2.3683 -1.0733 1.2088
H -3.4907 -0.1086 0.3098
H -2.8609 -1.6034 -0.4112
H -0.6251 -1.7563 0.5695
H 2.6207 0.2759 -0.9763
H 0.9804 0.9554 -1.5096
H 0.5684 1.7447 0.9776
H 1.9507 0.6537 1.4481
H 2.2914 2.2130 0.6892
*
```

Gap between HOMO and LUMO   10.17 eV

---

Run b
# C5H11N3

C5H11N3 as an isolated structure (ωB97M-V/def2-TZVPD, the OMol25 dataset).

The geometry in ORCA input format:
```
! RIJCOSX wB97M-V def2-TZVPD def2/J DEFGRID3
* xyz 0 1
C 0.4007 1.7567 0.0864
C -0.3825 0.5338 -0.4016
C -0.3609 -0.5827 0.9938
N -1.4871 -0.3270 1.6772
C 0.7247 -1.2600 1.1862
N -1.6276 0.8266 -0.7695
H -2.1398 0.3138 1.2319
H -1.5751 -0.5716 2.6492
H -2.0917 -0.0079 -1.1367
H 0.4050 2.5181 -0.6943
H -0.0750 2.1763 0.9716
H 1.4295 1.4958 0.3381
H 1.6109 -0.9581 0.1857
H 1.0187 -2.1895 1.6359
C 0.5165 -0.2920 -1.5509
N 1.5805 -1.0583 -1.0474
H 1.3565 -2.0492 -1.0906
H 0.8993 0.5466 -2.1340
H -0.2026 -0.8715 -2.1311
*
```

Gap between HOMO and LUMO (alpha / beta)   7.07 / 7.24 eV

---

Run c
# C5H11N3

C5H11N3 as an isolated structure (ωB97M-V/def2-TZVPD, the OMol25 dataset).

The geometry in ORCA input format:
```
! RIJCOSX wB97M-V def2-TZVPD def2/J DEFGRID3
* xyz 0 1
C -1.5307 1.0028 -1.1507
C -1.2088 1.3008 1.2834
N -0.6892 0.6773 0.0344
C 0.7348 0.9165 -0.1435
N 1.6163 1.6820 -0.1956
H -1.1595 0.4225 -1.9939
H -2.5571 0.6950 -0.9548
H -0.5961 0.9687 2.1209
H -2.2431 0.9935 1.4305
H -1.1403 2.3855 1.2079
H -1.4672 2.0663 -1.3792
C 1.8792 -1.9052 0.7217
C 0.9605 -1.3337 -0.3234
N 0.9735 -1.8671 -1.4892
H 0.3951 -1.3413 -2.1511
H -0.2963 -0.5390 0.0135
H 2.3299 -2.8404 0.3780
H 2.6698 -1.1833 0.9431
H 1.3292 -2.1010 1.6480
*
```

Gap between HOMO and LUMO   7.91 eV

---

We find run a to be the most stable, with the next structure 366.2 kJ/mol higher.

---

Run a
# C3H3NO2

C3H3NO2 as an isolated structure (ωB97M-V/def2-TZVPD, the OMol25 dataset).

The geometry in ORCA input format:
```
! RIJCOSX wB97M-V def2-TZVPD def2/J DEFGRID3
* xyz 0 1
C 0.3754 1.3453 -0.7908
C -0.6598 -0.5398 0.5242
C 0.5467 0.2572 0.0588
N 0.2464 2.3305 -1.3428
O -0.1636 -1.7481 0.1170
O 0.6861 -1.3211 -0.9422
H -0.7466 -0.3404 1.5760
H -1.7038 -0.3201 0.0333
H 1.4193 0.3365 0.7666
*
```

Gap between HOMO and LUMO (alpha / beta)   8.61 / 8.61 eV

---

Run b
# C3H3NO2

A 2-piece molecular cluster, C3H3NO2 overall (ωB97M-V/def2-TZVPD, the OMol25 dataset).

The geometry in ORCA input format:
```
! RIJCOSX wB97M-V def2-TZVPD def2/J DEFGRID3
* xyz 0 1
O -0.3948 -1.3520 1.2144
C -0.7059 -0.9615 0.0129
C 0.4522 -0.9840 -0.9002
O 1.0996 -0.0251 -1.2748
C 0.0739 2.2253 0.1677
N -0.5028 1.7403 1.0414
H -1.1995 -1.3330 1.7592
H 0.5693 -1.9868 -1.3774
H 0.6082 2.6769 -0.6432
*
```

Gap between HOMO and LUMO   9.27 eV

---

Run c
# C3H3NO2

A 2-piece molecular cluster, C3H3NO2 overall (ωB97M-V/def2-TZVPD, the OMol25 dataset).

The geometry in ORCA input format:
```
! RIJCOSX wB97M-V def2-TZVPD def2/J DEFGRID3
* xyz 0 1
C -1.1234 0.1885 -0.3037
C -0.3676 1.0193 0.3482
O 0.2101 1.8460 0.9450
H -1.1576 -0.8530 -0.0293
H -1.5341 0.4138 -1.3164
N 1.7857 0.1159 -1.7406
C 1.5138 -0.7641 -0.9138
O 1.3898 -1.7155 -0.2400
H 2.1101 1.0315 -1.5324
*
```

Gap between HOMO and LUMO   10.19 eV

---

We find run c to be the most stable, with the next structure 268.6 kJ/mol higher.

---

Run a
# C3H3NO2

One molecule with the formula C3H3NO2 (ωB97M-V/def2-TZVPD, the OMol25 dataset).

The geometry in ORCA input format:
```
! RIJCOSX wB97M-V def2-TZVPD def2/J DEFGRID3
* xyz 0 1
O -0.6424 1.5585 1.0193
C 0.0404 0.6461 0.2925
C -0.3304 0.4078 -0.9943
O -0.1445 -0.8621 -1.3453
C 0.5357 -1.5821 0.0860
N 0.5199 -0.7065 0.9758
H -0.1146 1.9693 1.7059
H -0.7405 1.1885 -1.6840
H 0.8748 -2.6305 -0.0696
*
```

Gap between HOMO and LUMO   9.43 eV

---

Run b
# C3H3NO2

One molecule with the formula C3H3NO2 (ωB97M-V/def2-TZVPD, the OMol25 dataset).

The geometry in ORCA input format:
```
! RIJCOSX wB97M-V def2-TZVPD def2/J DEFGRID3
* xyz 0 1
H -0.7643 0.3111 1.6875
N -1.2761 -0.5041 1.3389
C -0.5334 -0.3559 0.3350
C 0.6068 0.7217 0.0496
O 0.7827 0.0408 -1.2069
C -0.1844 -0.9104 -1.0121
O -0.5140 -1.7946 -1.7308
H 1.5395 0.7056 0.6461
H 0.3432 1.7858 -0.1072
*
```

Gap between HOMO and LUMO   10.74 eV

---

We find run b to be the most stable, with the next structure 72.7 kJ/mol higher.

---

Run a
# C3H3NO2

One molecule with the formula C3H3NO2 (ωB97M-V/def2-TZVPD, the OMol25 dataset).

The geometry in ORCA input format:
```
! RIJCOSX wB97M-V def2-TZVPD def2/J DEFGRID3
* xyz 0 1
O -2.1890 0.4165 0.0162
C -1.0203 0.2675 -0.0806
C -0.0419 -0.9340 -0.2824
N 1.0634 -0.2703 0.2674
O 1.2404 0.8890 -0.5792
C 0.4594 1.0118 0.5097
H -0.2596 -1.9163 0.1078
H 0.0811 -1.0937 -1.2921
H 0.6667 1.6295 1.3334
*
```

Gap between HOMO and LUMO   10.34 eV

---

Run b
# C3H3NO2

One molecule with the formula C3H3NO2 (ωB97M-V/def2-TZVPD, the OMol25 dataset).

The geometry in ORCA input format:
```
! RIJCOSX wB97M-V def2-TZVPD def2/J DEFGRID3
* xyz 0 1
N 2.4173 0.4435 0.1957
C 1.3752 0.1702 -0.2048
C 0.0131 -0.3312 -0.5006
O -0.1435 -1.5219 0.2648
C -0.8528 0.7861 0.0361
O -1.9201 0.6522 0.6716
H -0.0865 -0.5772 -1.5866
H -0.4650 -1.4267 1.1786
H -0.3377 1.8051 -0.0549
*
```

Gap between HOMO and LUMO   10.88 eV

---

We find run b to be the most stable, with the next structure 269.9 kJ/mol higher.

---

Run a
# C3H3NO2

A 2-piece molecular cluster, C3H3NO2 overall (ωB97M-V/def2-TZVPD, the OMol25 dataset).

The geometry in ORCA input format:
```
! RIJCOSX wB97M-V def2-TZVPD def2/J DEFGRID3
* xyz 0 1
C 0.3333 2.0684 -1.0008
C -0.7393 -1.4178 -0.5822
C -0.4464 2.9487 -0.5118
N -0.7349 -0.6497 0.3289
O 1.1551 1.3627 -1.4570
O -0.6536 0.5488 0.5502
H -0.9287 -2.5026 -0.3403
H -0.6215 -1.0081 -1.6707
H -1.4634 3.2596 -0.0936
*
```

Gap between HOMO and LUMO (alpha / beta)   5.22 / 5.37 eV

---

Run b
# C3H3NO2

A 2-piece molecular cluster, C3H3NO2 overall (ωB97M-V/def2-TZVPD, the OMol25 dataset).

The geometry in ORCA input format:
```
! RIJCOSX wB97M-V def2-TZVPD def2/J DEFGRID3
* xyz 0 1
N 2.4956 -0.7237 0.0024
C 1.4540 -0.2319 -0.1371
C 0.2041 0.4196 -0.3385
O 0.2126 1.5599 -1.1270
C -0.9741 0.1310 0.2194
O -2.1120 0.1078 0.4844
H -0.7057 1.7581 -1.3560
H -0.2261 -1.3037 1.4318
H -0.3484 -1.7171 0.8206
*
```

Gap between HOMO and LUMO   8.95 eV

---

We find run b to be the most stable, with the next structure 439.6 kJ/mol higher.